Entry 1:
ORCA calculation (the ωB97M-V functional and the def2-TZVPD basis) on an isolated ion of composition C2H4ClN2 and charge +1 in a non-equilibrium geometry.

Structure (XYZ):
```
9
Properties=species:S:1:pos:R:3:forces:R:3
Cl 2.330 -0.366 -0.113 0.33 0.74 -0.29
N -0.135 -0.591 0.253 -0.60 0.52 -0.48
N 0.358 1.786 -0.004 1.74 -7.81 0.40
C -1.007 -1.463 0.063 -0.44 -1.76 0.64
C 0.775 0.243 -0.067 -1.55 5.05 1.05
H -1.129 -1.979 -0.941 -0.14 0.93 1.10
H -1.552 -1.860 0.991 0.62 0.53 -1.52
H 0.973 2.433 -0.422 0.25 0.88 -0.55
H -0.614 1.797 0.240 -0.21 0.93 -0.33
```
Positions in Å, forces in eV/Å.

SMILES	C=NC(=[NH2+])Cl
HOMO level	-15.5	eV
LUMO level	-0.20153	hartree
frontier orbital gap	10.04	eV
max |F|	8.02	eV/A
charge	+1
energy above the lowest of the compared OMol25 structures with the same formula, charge and spin	102.3	kJ/mol


Entry 2:
ORCA calculation (the ωB97M-V functional and the def2-TZVPD basis) on one molecule with the formula C2H4ClN2P in a non-equilibrium geometry.

Structure (XYZ):
```
10
Properties=species:S:1:pos:R:3:forces:R:3
Cl 2.396 -1.043 1.208 -1.68 1.91 -0.54
P 0.956 1.752 0.405 1.47 -0.54 0.82
N 0.987 0.079 0.784 1.60 -1.05 1.07
N -0.346 1.685 -0.384 -0.85 0.99 -0.92
C -0.927 0.399 -0.559 -2.20 -1.09 2.40
C -0.036 -0.673 0.040 -0.21 1.29 2.82
H -1.171 0.145 -1.530 -0.10 -0.06 -2.43
H 0.499 -1.243 -0.573 1.95 -2.03 -3.71
H -1.961 0.350 -0.085 1.19 0.32 -0.10
H -0.398 -1.452 0.694 -1.17 0.26 0.59
```
Positions in Å, forces in eV/Å.

SMILES	ClN1CCN=P1
HOMO level	-9.1	eV
LUMO level	-0.00527	hartree
frontier orbital gap	8.91	eV
max |F|	4.66	eV/A
energy above the lowest of the compared OMol25 structures with the same formula, charge and spin	238.6	kJ/mol


Entry 3:
ORCA calculation (the ωB97M-V functional and the def2-TZVPD basis) on a 2-piece molecular cluster, C2H4ClNO overall in a non-equilibrium geometry.

Structure (XYZ):
```
9
Properties=species:S:1:pos:R:3:forces:R:3
Cl 0.945 3.614 1.156 -0.23 0.55 0.52
O 0.038 0.004 -1.025 -0.46 -0.42 -0.54
N -0.470 1.362 1.615 -0.71 -0.46 -0.01
C -0.754 -0.594 -0.143 -1.31 2.27 -0.12
C 0.386 1.953 0.987 2.08 -0.52 -1.76
H 1.093 1.560 0.159 -1.44 0.05 0.99
H -0.359 -1.074 0.692 0.64 -1.10 1.07
H -1.796 -0.313 -0.225 0.12 -0.17 0.12
H 0.835 -0.502 -1.021 1.32 -0.19 -0.27
```
Positions in Å, forces in eV/Å.

HOMO level (spin up / spin down)	-8.0 / -9.6	eV
LUMO level (spin up / spin down)	-0.04713 / 0.00558	hartree
frontier orbital gap (spin up / spin down)	6.68 / 9.72	eV
max |F|	2.78	eV/A
energy above the lowest of the compared OMol25 structures with the same formula, charge and spin	428.6	kJ/mol


Entry 4:
ORCA calculation (the ωB97M-V functional and the def2-TZVPD basis) on one molecule with the formula C2H4ClNO2 in a non-equilibrium geometry.

Structure (XYZ):
```
10
Properties=species:S:1:pos:R:3:forces:R:3
Cl 1.688 -0.818 2.285 0.48 1.14 0.48
O 0.005 1.579 -1.315 0.44 -3.18 0.94
O 0.003 -0.242 0.555 -1.67 -4.10 -7.35
N -0.193 0.356 -0.968 -1.35 5.84 2.30
C -0.474 -0.625 -1.852 0.25 -2.73 -0.03
C 0.302 0.254 1.652 0.50 3.76 3.38
H -0.641 -1.642 -1.414 0.01 1.26 -0.85
H -0.491 -0.005 2.308 -0.57 -0.22 1.37
H 0.232 1.410 1.599 1.62 -1.32 0.59
H -0.431 -0.266 -2.849 0.28 -0.45 -0.83
```
Positions in Å, forces in eV/Å.

HOMO level (spin up / spin down)	-7.5 / -10.1	eV
2S+1	3
LUMO level (spin up / spin down)	-0.00797 / -0.09384	hartree
frontier orbital gap (spin up / spin down)	7.28 / 7.57	eV
max |F|	8.58	eV/A
expectation value of S²	2.017
energy above the lowest of the compared OMol25 structures with the same formula, charge and spin	320.8	kJ/mol


Entry 5:
ORCA calculation (the ωB97M-V functional and the def2-TZVPD basis) on a 2-piece molecular cluster, C2H4ClNOS overall in a non-equilibrium geometry.

Structure (XYZ):
```
10
Properties=species:S:1:pos:R:3:forces:R:3
Cl 1.487 -0.879 -3.019 0.45 -0.18 0.02
S -0.486 -0.768 -2.695 -0.73 0.29 0.00
O -0.211 -2.026 1.227 0.51 0.24 -0.74
N 0.674 -0.039 2.008 1.50 1.46 -1.01
C -0.124 -1.105 1.997 -2.17 -2.49 1.81
C 0.573 0.720 0.998 1.02 0.50 0.80
H 1.286 1.562 1.002 -0.74 -0.20 -0.61
H -0.731 -1.128 2.916 -0.26 0.00 0.16
H -0.710 -1.979 -2.166 0.28 -0.09 0.05
H -0.172 0.485 0.244 0.13 0.46 -0.47
```
Positions in Å, forces in eV/Å.

SMILES	C=NC=O.SCl
HOMO level	-9.5	eV
LUMO level	-0.00207	hartree
frontier orbital gap	9.45	eV
max |F|	3.76	eV/A
energy above the lowest of the compared OMol25 structures with the same formula, charge and spin	150.5	kJ/mol


Entry 6:
ORCA calculation (the ωB97M-V functional and the def2-TZVPD basis) on a 2-piece molecular cluster, C2H4ClO overall in a non-equilibrium geometry.

Structure (XYZ):
```
8
Properties=species:S:1:pos:R:3:forces:R:3
Cl -2.316 -0.609 -0.787 -1.37 -0.84 0.02
O 1.415 -0.053 0.830 2.81 -1.47 3.40
C -0.090 0.499 -0.568 -0.08 0.96 -1.63
C -0.822 -0.422 0.083 -1.22 0.82 -1.64
H -0.488 0.917 -1.515 -0.12 -0.40 0.80
H -0.891 -1.062 0.954 1.07 0.50 0.01
H 2.275 -0.053 1.277 0.37 -0.36 0.33
H 0.917 0.783 -0.275 -1.46 0.79 -1.29
```
Positions in Å, forces in eV/Å.

HOMO level (spin up / spin down)	-9.5 / -9.4	eV
2S+1	2
LUMO level (spin up / spin down)	0.02981 / -0.09817	hartree
frontier orbital gap (spin up / spin down)	10.31 / 6.73	eV
max |F|	4.65	eV/A
expectation value of S²	0.757
energy above the lowest of the compared OMol25 structures with the same formula, charge and spin	190.5	kJ/mol


Entry 7:
ORCA calculation (the ωB97M-V functional and the def2-TZVPD basis) on a 2-piece molecular cluster, C2H4ClO overall in a non-equilibrium geometry.

Structure (XYZ):
```
8
Properties=species:S:1:pos:R:3:forces:R:3
Cl -2.761 0.229 1.133 -0.26 0.95 0.27
O 0.904 -0.366 -0.677 -0.39 -0.22 0.47
C 0.722 -0.802 -1.772 -0.68 0.62 -2.68
C 1.076 0.384 0.293 4.75 -0.25 -0.28
H -3.207 1.418 1.494 0.37 -0.96 -0.30
H 2.154 0.534 0.495 -0.79 0.53 -0.04
H 0.348 0.452 0.972 -3.18 0.67 2.34
H 0.763 -1.849 -1.937 0.18 -1.34 0.22
```
Positions in Å, forces in eV/Å.

HOMO level (spin up / spin down)	-15.2 / -15.2	eV
LUMO level (spin up / spin down)	-0.25193 / -0.25087	hartree
frontier orbital gap (spin up / spin down)	8.39 / 8.42	eV
max |F|	4.76	eV/A
charge	+1
energy above the lowest of the compared OMol25 structures with the same formula, charge and spin	387.7	kJ/mol


Entry 8:
ORCA calculation (the ωB97M-V functional and the def2-TZVPD basis) on an isolated ion of composition C2H4ClO and charge +1 in a non-equilibrium geometry.

Structure (XYZ):
```
8
Properties=species:S:1:pos:R:3:forces:R:3
Cl -2.741 -0.285 -0.085 1.80 0.87 1.12
O -0.215 -0.494 0.643 1.80 -0.74 -0.89
C -1.123 0.583 0.437 -3.69 0.65 -2.28
C 0.657 -0.931 -0.170 -0.88 1.60 -0.32
H -1.075 1.229 -0.464 1.36 -0.72 0.40
H -1.275 1.246 1.294 0.31 -1.03 0.32
H 1.168 -1.831 0.142 0.06 -0.17 0.21
H 0.934 -0.433 -1.166 -0.76 -0.46 1.43
```
Positions in Å, forces in eV/Å.

HOMO level	-15.9	eV
LUMO level	-0.27152	hartree
frontier orbital gap	8.53	eV
max |F|	4.38	eV/A
charge	+1
energy above the lowest of the compared OMol25 structures with the same formula, charge and spin	59.3	kJ/mol


Entry 9:
ORCA calculation (the ωB97M-V functional and the def2-TZVPD basis) on a 2-piece molecular cluster, C2H4ClOP overall in a non-equilibrium geometry.

Structure (XYZ):
```
9
Properties=species:S:1:pos:R:3:forces:R:3
Cl 3.408 -1.035 -0.164 0.47 0.95 -0.72
P 2.883 0.959 -0.885 -1.53 -1.56 1.83
O 3.597 1.863 0.216 -0.34 1.34 1.33
C 0.917 -1.486 1.078 -0.16 0.03 -0.13
C 0.227 -0.885 0.325 0.09 -0.44 0.78
H 1.601 -2.098 1.531 1.10 -0.79 1.13
H 4.531 2.091 0.172 -0.02 -0.40 -0.15
H -0.636 -0.677 -0.159 -1.89 1.15 -1.47
H 3.966 0.927 -1.602 2.27 -0.27 -2.61
```
Positions in Å, forces in eV/Å.

SMILES	OPCl.C#C
HOMO level	-9.7	eV
LUMO level	0.01847	hartree
frontier orbital gap	10.23	eV
max |F|	3.47	eV/A
energy above the lowest of the compared OMol25 structures with the same formula, charge and spin	270.1	kJ/mol


Entry 10:
ORCA calculation (the ωB97M-V functional and the def2-TZVPD basis) on a 2-piece molecular cluster, C2H4ClOP overall in a non-equilibrium geometry.

Structure (XYZ):
```
9
Properties=species:S:1:pos:R:3:forces:R:3
Cl 1.667 3.585 -0.591 1.66 0.02 -1.95
P -0.256 2.145 1.594 1.49 1.47 -2.58
O 0.737 4.023 0.589 -2.35 -1.45 3.09
C 0.223 1.186 0.298 -1.37 3.49 3.01
C -0.164 -0.169 0.112 1.40 -0.62 -2.40
H -1.062 -0.324 0.595 -1.60 -1.15 1.27
H 0.734 -0.621 0.522 -0.29 -1.45 -0.12
H -0.309 -0.369 -0.976 0.36 -0.25 0.80
H 0.884 1.750 -0.314 0.71 -0.07 -1.12
```
Positions in Å, forces in eV/Å.

HOMO level	-9.0	eV
LUMO level	-0.03745	hartree
frontier orbital gap	8.02	eV
max |F|	4.81	eV/A
energy above the lowest of the compared OMol25 structures with the same formula, charge and spin	500.8	kJ/mol